# C8H11IS

A single C8H11IS molecule in a non-equilibrium geometry (ωB97M-V with the def2-TZVPD basis set, OMol25).

Structure (ORCA input):
```
! wB97M-V def2-TZVPD RIJCOSX def2/J DEFGRID3
* xyz 0 1
C 0.4818 0.2636 -0.1367
C -1.2388 0.8068 0.8995
C 0.0815 -0.4764 -1.1327
C -2.1560 0.2231 0.1387
C 1.0774 -1.1943 -1.9924
C -3.6387 0.0842 0.5202
C 2.5251 -0.0031 0.9724
C 1.6425 0.9824 0.2424
S -1.6967 -0.7344 -1.2030
I -1.1641 1.6879 2.7328
H 0.9708 -0.8504 -3.0117
H 2.1286 -0.9545 -1.5939
H 0.9663 -2.2753 -2.0429
H -3.9292 0.7760 1.3768
H -4.2818 0.1576 -0.3747
H -3.6533 -0.9515 0.8738
H 3.4269 0.4844 1.2448
H 3.0333 -0.8086 0.3337
H 2.0214 -0.5821 1.6781
H 2.0668 1.6751 -0.5580
H 1.3362 1.6895 1.0325
*
```

ΔE to the lowest compared entry with this formula, charge and spin	50.5	kcal per mole
frontier orbital gap	8.56	eV
calculated total energy	-1007.1800	hartree
max |F|	6.13	eV/A
LUMO level	0.0188	Eh

Mulliken atomic charge list, values in e, 5 entries:
1 C -0.26
2 C -1.01
3 C 0.90
4 C 0.91
5 C -1.07

# C25H48BClO27S5

5 unconnected molecules or ions with the total composition C25H48BClO27S5 in a non-equilibrium geometry (ωB97M-V with the def2-TZVPD basis set, OMol25).

Structure (ORCA input):
```
! wB97M-V def2-TZVPD RIJCOSX def2/J DEFGRID3
* xyz 0 1
C 5.4831 -2.6765 1.7634
C 5.1470 -1.2107 1.5554
O 3.7961 -1.0085 1.9654
C 3.0610 -0.0425 1.2309
C 2.7296 1.1140 2.1594
O 1.9368 2.1374 1.5792
C 0.6347 1.6835 1.2643
C -0.2515 2.8637 0.8712
C 0.4554 4.1234 0.3534
C 1.6872 3.9367 -0.5272
C 1.7164 2.6980 -1.4314
C 2.3688 3.0014 -2.7729
S 2.5888 1.5034 -3.7001
O 3.1301 0.5018 -2.8395
O 3.3215 1.7499 -4.9055
Cl 0.6805 0.9073 -4.1182
C -1.4560 2.4874 0.0340
C -2.4935 1.8323 1.0232
C -2.5755 0.3216 0.9606
O -3.8815 -0.1286 1.3206
C -4.6806 -0.6133 0.2594
O -5.6906 -1.4116 0.7598
C -5.2540 -2.5789 1.4528
C -4.6328 -3.6304 0.5411
O -4.9152 -4.9094 1.1005
B -3.9292 2.5186 0.8604
O -4.7187 2.7811 1.9557
O -4.3520 2.8532 -0.4004
O -1.9980 2.2852 2.3207
C -1.0268 3.2071 2.1678
O -0.8203 4.0703 2.9838
H 4.7861 -3.2580 1.1613
H 6.5109 -2.8869 1.4765
H 5.3080 -2.9297 2.8087
H 5.8010 -0.5752 2.1612
H 5.2876 -0.9690 0.4990
H 2.1538 -0.5365 0.8743
H 3.6001 0.3202 0.3519
H 2.2905 0.7599 3.0910
H 3.6827 1.5759 2.4255
H 0.2311 1.1587 2.1322
H 0.6403 0.9555 0.4412
H -0.2760 4.7500 -0.1526
H 0.7815 4.6959 1.2239
H 2.5991 3.9295 0.0652
H 1.7527 4.8253 -1.1635
H 2.3305 1.9446 -0.9393
H 0.7463 2.2259 -1.5960
H 3.4064 3.3045 -2.6188
H 1.8225 3.7319 -3.3661
H -1.9699 3.3914 -0.2958
H -1.2877 1.9314 -0.8893
H -1.8608 -0.1004 1.6725
H -2.2675 -0.0355 -0.0235
H -4.0720 -1.1417 -0.4893
H -5.1892 0.2129 -0.2488
H -6.1520 -3.0199 1.8803
H -4.5628 -2.3053 2.2504
H -3.5521 -3.4869 0.4941
H -5.0561 -3.5741 -0.4632
H -4.0956 -5.3862 1.2750
H -5.0220 1.9753 2.4006
H -5.3185 2.7846 -0.4437
O 6.6254 -4.0862 -3.2607
S 6.2800 -2.7101 -3.2202
O 6.4324 -1.9504 -2.0328
O 4.7921 -2.5540 -3.7762
C 4.7651 -1.6484 -4.8942
C 6.1295 -1.8030 -5.5292
O 7.0201 -1.9398 -4.4105
H 4.5964 -0.6429 -4.5109
H 3.9596 -1.9192 -5.5718
H 6.4154 -0.9429 -6.1277
H 6.1943 -2.7090 -6.1355
O -2.0343 -5.3305 -0.7147
S -1.9847 -6.5612 -0.0103
O -3.0839 -7.4544 -0.0018
O -1.5512 -6.2459 1.4979
C -0.3661 -6.9799 1.8447
C 0.3690 -7.1343 0.5296
O -0.6752 -7.3688 -0.4301
H -0.6648 -7.9454 2.2569
H 0.2047 -6.4261 2.5848
H 1.0608 -7.9713 0.5286
H 0.8965 -6.2200 0.2516
O 1.2957 -1.9982 4.6796
S 0.2128 -1.2083 4.2231
O -0.0882 -1.0849 2.8402
O 0.3400 0.2506 4.8611
C -0.8521 0.5835 5.5926
C -1.3696 -0.7554 6.0805
O -1.1221 -1.6486 4.9824
H -1.5539 1.0684 4.9106
H -0.6041 1.2611 6.4044
H -2.4317 -0.7401 6.3065
H -0.8128 -1.1117 6.9495
O -1.8097 5.5590 -5.7978
S -2.1236 4.9611 -4.5520
O -1.2659 4.0000 -3.9568
O -3.6115 4.3783 -4.6339
C -4.4278 4.9435 -3.5968
C -3.8320 6.3141 -3.3538
O -2.4175 6.1010 -3.4686
H -4.3473 4.3093 -2.7110
H -5.4632 4.9881 -3.9236
H -4.0653 6.7078 -2.3687
H -4.1408 7.0305 -4.1180
*
```

SMILES string	CCOCCOC[C@@]1(CCCCS(=O)(=O)Cl)C[C@](COCOCCO)(B(O)O)OC1=O.O=S1(=O)OCCO1.O=S1(=O)OCCO1.O=S1(=O)OCCO1.O=S1(=O)OCCO1
frontier orbital gap	9.25	eV
calculated total energy	-5488.8047	hartree
max |F|	1.49	eV/A
LUMO level	0.0017	Eh

Mulliken atomic charge list, values in e, 5 entries:
1 C -1.28
2 C -0.06
3 O -0.30
4 C 0.04
5 C -0.40

# C25H33InO2Te

A molecular structure, C25H33InO2Te in a non-equilibrium geometry (ωB97M-V with the def2-TZVPD basis set, OMol25).

Structure (ORCA input):
```
! wB97M-V def2-TZVPD RIJCOSX def2/J DEFGRID3
* xyz 0 1
O 0.3674 0.0991 -5.0757
C 0.1472 1.3917 -5.7586
C -0.0185 0.7793 -7.1328
H 1.0459 2.0110 -5.6508
H -0.7627 1.9143 -5.4260
C 0.1786 -0.5498 -6.3750
H 0.8062 1.0152 -7.8070
H -1.0270 0.9090 -7.5366
C 1.4027 -1.2974 -6.8236
H 2.2948 -0.6529 -6.8138
H 1.2140 -1.6183 -7.8582
H 1.5627 -2.1886 -6.1985
C -1.0494 -1.4161 -6.4859
H -1.9765 -0.8803 -6.2246
H -0.9492 -2.3359 -5.8905
H -1.1300 -1.7066 -7.5472
In 0.5968 0.5436 1.7588
C -2.4209 -0.8988 3.3750
C -1.9398 0.4137 3.5510
C -1.9143 1.0583 2.2635
H -1.6635 0.8871 4.4912
C -2.4351 0.1156 1.3078
C -2.7370 -1.0764 1.9951
H -3.1582 -1.9807 1.5579
H -2.5745 -1.6318 4.1628
H -1.7456 2.1241 2.0903
H -2.6529 0.3407 0.2659
C 1.1012 -2.0614 3.7632
C 0.1736 -2.7072 2.8981
C 0.4930 -2.3997 1.5621
H -0.6158 -3.3740 3.2264
C 1.6560 -1.5333 1.5645
C 2.0380 -1.3609 2.9648
H 2.9420 -0.8728 3.3184
H 1.1221 -2.1478 4.8434
H 0.0236 -2.8146 0.6739
H 2.2884 -1.3132 0.7000
O 0.0236 0.6608 -0.6437
C -0.2775 -0.4374 -1.5245
C -0.7486 0.2408 -2.7710
H -1.0378 -1.0657 -1.0570
H 0.6210 -1.0493 -1.6994
C 0.1039 1.5332 -2.8170
H -1.8057 0.5207 -2.6823
H -0.6480 -0.4235 -3.6213
C 0.1919 1.9040 -1.3672
H -0.2789 2.3380 -3.4542
H 1.1139 1.3182 -3.1934
H -0.6036 2.5923 -1.0786
H 1.1544 2.3225 -1.0873
Te 1.5588 2.4337 3.4514
C 1.1960 1.6943 5.4006
C 0.0929 2.1807 6.1377
C -0.1622 1.6621 7.4128
C 0.6830 0.6899 7.9705
C 1.7851 0.2233 7.2358
C 2.0600 0.7356 5.9639
H -0.5366 2.9529 5.6919
H -1.0229 2.0179 7.9811
H 0.4900 0.3032 8.9707
H 2.4360 -0.5410 7.6629
H 2.9285 0.4088 5.3884
*
```

frontier orbital gap	6.24	eV
calculated total energy	-1580.8653	hartree
max |F|	2.69	eV/A
LUMO level	-0.0257	Eh

Mulliken atomic charge list, values in e, 5 entries:
1 O -0.40
2 C -0.48
3 C -0.84
4 H 0.31
5 H 0.29